The following is a quantum chemistry calculation of a structure of composition C3H7ClSi at a distorted geometry, from the Open Molecules 2025 dataset.

Output
Kohn-Sham gap (hartree): 0.37608
ΔE to the lowest compared entry with this formula, charge and spin (kcal per mole): 50.7
E_HOMO (eV): -9.2

The geometry in ORCA input format:
```
! RIJCOSX wB97M-V def2-TZVPD def2/J DEFGRID3
* xyz 0 1
C -1.16 1.34 -0.10
C -0.57 -0.45 -0.56
C -1.64 0.02 0.39
Si 1.15 -0.87 0.05
Cl -3.32 -0.43 0.00
H -0.46 1.90 0.49
H -1.59 1.79 -0.97
H -0.88 -0.60 -1.58
H -1.47 -0.19 1.44
H 1.26 -0.39 1.42
H 2.18 -0.21 -0.74
H 1.30 -2.33 -0.04
*
```

Computed Löwdin charges, given in elementary charges:
1 C -0.03
2 C -0.34
3 C -0.87
4 Si 0.62
5 Cl 0.58
6 H 0.06
7 H 0.07
8 H 0.06
9 H 0.09
10 H -0.07
11 H -0.09
12 H -0.09